(1)
A cluster of 2 separate species, C10H17NO3S in total in a non-equilibrium geometry, computed with ωB97M-V with the def2-TZVPD basis set.

electronic energy	-1069.726203	Eh
max |F|	4.628	eV Å⁻¹
multiplicity	1
highest occupied orbital energy (alpha / beta)	-8.81 / -8.96	eV

XYZ file:
```
32
Properties=species:S:1:pos:R:3:forces:R:3:mulliken_charge:R:1
C -0.09866 0.06948 -1.51472 -0.36 -1.89 -2.28 -0.04
C -1.30079 1.00630 -1.83826 -0.11 1.54 0.53 -0.60
C -0.27953 2.84616 -0.24159 -1.76 -3.29 -2.74 -1.01
C 0.91635 1.84850 -0.11195 0.50 0.41 1.04 -1.06
C -1.52205 1.78022 -0.45756 2.41 0.80 0.67 -0.13
C 0.27647 0.47856 -0.15346 -0.12 -0.43 0.60 0.55
C -1.07535 0.69211 0.56802 0.46 -0.90 -1.44 1.46
C -2.02920 -0.46172 0.50423 0.36 -2.38 3.51 -1.99
C -0.84911 0.98684 2.02337 0.51 3.09 0.10 -1.81
C 2.71852 -2.95535 -1.03931 -0.83 1.90 -0.25 -0.83
N 1.65194 -3.12711 -0.05855 -2.15 -1.41 -0.32 -0.28
O 0.32909 -0.80397 -2.28528 -0.66 2.04 1.95 -0.59
O 2.63584 -1.58895 1.68277 -0.48 0.02 -0.61 -0.62
O 0.38107 -2.58824 2.02477 -0.15 0.30 -0.51 -0.61
S 1.35180 -1.98834 1.12806 0.55 -0.10 0.01 1.15
H -0.96540 1.68261 -2.70251 -0.82 -0.93 1.13 0.38
H -2.28497 0.52325 -2.00677 0.97 -0.17 -0.58 0.28
H -0.38478 3.36511 0.64043 -0.42 1.50 1.68 0.41
H -0.28021 3.44692 -1.13407 0.44 0.61 -0.07 0.39
H 1.69845 1.99191 -0.86484 -0.03 0.00 0.43 0.48
H 1.25723 2.01779 0.94495 0.57 -0.32 -1.31 0.29
H -2.53551 2.13785 -0.25710 0.20 0.18 -0.30 0.51
H -2.98690 -0.07978 0.73095 -1.46 0.39 -0.23 0.49
H -1.83974 -1.08347 1.46591 -0.18 0.72 -1.45 0.36
H -2.08363 -1.26903 -0.20125 0.31 0.32 -1.18 0.37
H -0.10965 1.83471 2.18873 -0.43 -1.59 0.06 0.26
H -0.71805 0.10397 2.58041 1.28 -1.13 0.47 0.47
H -1.67978 1.38312 2.56252 -1.41 0.52 -0.18 0.45
H 2.86650 -3.83742 -1.62783 -0.01 -0.47 -0.13 0.36
H 2.58516 -2.06123 -1.68357 -0.61 -0.68 -0.14 0.27
H 3.58673 -2.65165 -0.52255 1.25 -0.38 0.87 0.33
H 0.76816 -3.69916 -0.34395 2.18 1.74 0.68 0.28
```
Positions in Å, forces in eV/Å.

(2)
The molecule C4H9NO2 in a non-equilibrium geometry, computed with ωB97M-V with the def2-TZVPD basis set.

electronic energy	-363.007281	Eh
max |F|	6.169	eV Å⁻¹
multiplicity	1
highest occupied orbital energy	-9.55	eV

XYZ file:
```
16
Properties=species:S:1:pos:R:3:forces:R:3:mulliken_charge:R:1
C -2.26991 -0.35863 0.19777 2.53 -1.99 0.14 -1.29
C -0.78659 0.19926 0.21103 0.17 1.88 -0.50 0.39
O -0.67504 1.10531 -0.94752 0.26 0.80 0.42 -0.58
C 0.39008 -0.80761 0.09470 -0.37 0.17 -0.34 -0.46
C 1.99669 -0.48533 0.07081 -5.50 2.80 0.11 0.38
N 2.28977 0.81527 -0.42918 -2.30 -2.89 1.16 -0.25
O 2.53018 -1.41416 0.56657 3.56 -0.43 -0.14 -0.51
H -2.52555 -1.10745 -0.60541 0.50 1.31 0.21 0.32
H -2.96292 0.44938 0.28398 -0.46 0.31 0.04 0.34
H -2.24911 -1.02787 1.06506 -0.63 0.37 0.36 0.35
H -0.67772 0.85220 1.16776 -0.17 -1.19 -1.38 0.19
H -0.32544 1.99473 -0.71171 -0.73 -1.04 0.02 0.31
H 0.30220 -1.34702 -0.89142 -0.36 0.11 1.15 0.19
H 0.28486 -1.45128 0.99210 0.25 -0.13 -0.91 0.27
H 1.48995 1.45407 -0.51319 0.94 -0.93 -0.18 0.18
H 3.18854 1.12912 -0.55132 2.32 0.85 -0.18 0.17
```
Positions in Å, forces in eV/Å.

(3)
The molecule C19H28N8O2, computed with ωB97M-V with the def2-TZVPD basis set.

electronic energy	-1329.341335	Eh
max |F|	0.874	eV Å⁻¹
multiplicity	1
highest occupied orbital energy	-9.06	eV

XYZ file:
```
57
Properties=species:S:1:pos:R:3:forces:R:3:mulliken_charge:R:1
C 3.78624 1.40419 -2.20315 0.00 0.01 0.01 -1.60
C 3.03349 2.30763 -1.26741 -0.02 0.07 0.00 0.64
C 3.68343 3.27647 -0.51315 -0.05 0.01 -0.04 -0.63
N 3.07162 4.11868 0.32036 -0.01 -0.04 0.00 -0.64
C 1.75156 4.01678 0.43384 0.02 -0.08 0.02 -0.76
C 0.99422 3.07632 -0.26152 0.08 0.01 0.05 0.47
C -0.49192 3.08207 -0.04364 0.03 0.12 -0.35 -0.03
O -1.03164 4.03434 0.49176 0.01 -0.05 0.19 -0.67
N -1.19012 2.03028 -0.55857 0.02 -0.07 0.12 0.06
C -2.63278 1.96303 -0.31986 0.01 0.01 -0.02 0.73
C -3.35745 3.08669 -1.05553 0.02 0.00 0.00 -1.65
C -3.22107 0.62355 -0.75667 -0.04 0.00 0.01 -1.55
C -2.58971 -0.63976 -0.17106 -0.09 -0.33 0.17 -0.09
N -1.68681 -1.32270 -1.14525 0.12 0.41 -0.51 -0.14
C -0.34008 -1.49135 -0.73811 -0.23 0.02 0.84 -0.93
O 0.47400 -0.59567 -0.80543 0.18 -0.21 -0.50 -0.39
C -0.02113 -2.84682 -0.13147 0.03 -0.02 -0.09 0.57
C -0.46673 -4.01135 -1.03382 0.01 0.00 0.03 -1.07
C -1.76563 -4.50610 -0.39221 0.01 0.00 -0.01 -0.52
C -1.50639 -4.26294 1.08443 0.01 0.00 -0.03 -0.86
N -0.82235 -2.97391 1.09479 -0.01 0.01 -0.01 0.17
C -0.09690 -2.69928 2.32321 0.01 0.05 -0.01 -0.92
C 0.59651 -1.38179 2.25138 -0.10 0.01 -0.32 0.45
N -0.02781 -0.18676 2.23517 0.09 0.04 0.31 -0.25
N 0.90939 0.70989 2.09075 -0.04 -0.08 -0.07 -0.50
N 2.03941 0.05075 1.99622 -0.09 0.06 -0.11 1.10
C 3.32298 0.70452 1.84128 -0.02 0.00 -0.01 -0.75
N 1.89950 -1.25640 2.06703 0.09 -0.01 0.34 -0.97
C 1.65255 2.22113 -1.13007 -0.02 0.01 -0.02 0.30
H 3.68532 1.74068 -3.23688 0.00 -0.01 0.00 0.37
H 4.84945 1.38722 -1.96412 0.01 0.01 0.00 0.38
H 3.40499 0.38403 -2.14841 -0.01 -0.01 0.00 0.29
H 4.76252 3.37851 -0.58642 0.01 0.01 0.01 0.35
H 1.25030 4.69786 1.11012 0.02 0.00 -0.01 0.47
H -0.67477 1.16608 -0.68267 -0.05 0.03 -0.02 0.08
H -2.79713 2.08129 0.75708 -0.03 0.01 0.00 0.28
H -4.43043 3.02164 -0.86798 -0.01 0.00 0.00 0.41
H -3.00369 4.05970 -0.72679 -0.02 -0.03 -0.01 0.41
H -3.18977 2.99299 -2.13089 -0.01 0.00 -0.01 0.36
H -4.27301 0.65343 -0.46578 0.00 0.00 -0.02 0.45
H -3.22334 0.56232 -1.85151 0.01 0.01 0.00 0.34
H -2.04613 -0.40554 0.74529 0.04 0.01 0.00 0.05
H -3.37401 -1.34792 0.09760 0.00 0.00 0.04 0.58
H -1.64318 -0.72921 -1.96857 -0.01 0.03 0.00 0.42
H 1.05340 -2.87383 0.07421 -0.02 -0.02 -0.02 0.65
H -0.59669 -3.70444 -2.07094 0.00 0.00 0.00 0.31
H 0.29313 -4.79372 -1.00706 0.00 0.00 0.00 0.40
H -2.60271 -3.89435 -0.72816 0.00 -0.01 0.00 0.20
H -1.97609 -5.55070 -0.61690 -0.01 0.00 -0.01 0.43
H -2.41550 -4.21513 1.68622 0.00 0.00 0.00 0.33
H -0.86564 -5.05892 1.49781 0.01 -0.01 0.01 0.37
H -0.80901 -2.69313 3.15034 0.01 0.00 0.00 0.47
H 0.66247 -3.46764 2.52937 0.01 -0.02 0.02 0.43
H 3.83823 0.26744 0.99001 0.00 0.00 0.00 0.29
H 3.13717 1.75853 1.66724 -0.03 0.04 0.01 0.28
H 3.91259 0.56932 2.74536 0.00 -0.02 0.00 0.30
H 1.10515 1.48204 -1.70089 0.05 0.04 0.01 0.74
```
Positions in Å, forces in eV/Å.